Density functional theory data (ωB97M-V/def2-TZVPD) for 2 unconnected molecules or ions with the total composition C6H13O4P.

Geometry as XYZ:
```
24
Properties=species:S:1:pos:R:3:forces:R:3
C -2.877 -1.733 0.865 -0.7 -0.1 1.6
C -2.854 -0.418 0.789 -2.1 0.2 1.4
C -2.057 0.208 -0.262 -1.6 0.4 -0.9
C -2.286 1.710 -0.388 -1.9 -0.5 -1.7
O -1.547 -0.547 -1.067 0.8 1.2 -0.4
H -3.606 -2.202 1.553 0.7 0.0 -0.6
H -2.117 -2.258 0.342 0.2 -0.9 -0.5
H -3.661 0.123 1.364 1.3 -0.1 -0.7
H -3.094 2.012 -1.172 0.8 -1.2 1.4
H -1.498 2.212 -0.824 2.2 0.9 -0.5
H -2.577 2.158 0.534 -0.1 0.2 0.7
C 1.694 -2.134 0.140 2.6 0.1 -1.4
O 1.250 -0.964 -0.424 -0.4 2.3 -1.6
P 0.878 0.468 0.295 2.5 0.2 0.0
O 0.934 1.356 -1.080 -0.5 -1.3 -1.9
O 2.383 0.972 0.901 -2.4 -0.8 0.8
C 3.453 1.290 0.070 0.0 1.1 -1.2
H 2.775 -2.045 0.410 -0.7 -0.1 0.1
H 1.634 -2.903 -0.629 -0.3 -0.2 0.3
H 1.103 -2.284 0.956 -1.4 -1.4 2.5
H 1.024 0.807 -1.935 -0.3 1.0 2.1
H 3.011 1.690 -0.905 1.1 -0.4 1.1
H 4.017 0.363 -0.126 0.3 0.7 0.0
H 4.017 2.120 0.595 -0.2 -1.2 -0.8
```
Forces are in eV/Å.

Calculated values
Structure (SMILES): C=CC(C)=O.COP(O)OC
Energy relative to the best compared isomer or geometry (same formula, charge and spin) (kcal/mol): 68.2
Orbital gap (eV): 9.71